No. 1
{
  "formula": "C4H9NO",
  "method": "wB97M-V/def2-TZVPD",
  "charge": 0,
  "smiles": "CCNC(C)=O",
  "homo_lumo_gap_ev": 10.55,
  "elements": ["C", "C", "N", "C", "C", "O", "H", "H", "H", "H", "H", "H", "H", "H", "H"],
  "positions_angstrom": [[1.2133, -0.8003, -1.3859], [-0.2509, -0.3617, -1.4293], [-0.8058, -0.2761, -0.0842], [-0.5597, 0.8618, 0.6443], [-0.5126, 0.7249, 2.1482], [-0.3347, 1.9390, 0.1200], [1.6890, -0.7452, -2.3705], [1.3153, -1.8284, -1.0175], [1.7654, -0.1392, -0.7094], [-0.3314, 0.6396, -1.8559], [-0.8575, -1.0389, -2.0394], [-0.8953, -1.1437, 0.4258], [-0.5283, -0.3148, 2.4827], [-1.3297, 1.2878, 2.6054], [0.4230, 1.1951, 2.4658]],
  "forces_ev_per_angstrom": [[0.0620, -0.0009, 0.0047], [-0.0179, 0.0391, -0.1830], [0.1304, 0.0379, 0.1236], [0.1320, 0.1754, -0.0174], [-0.0516, -0.0356, 0.0637], [-0.0250, -0.2786, -0.0322], [-0.1392, -0.0186, 0.0972], [-0.0467, 0.1538, -0.0496], [-0.0338, -0.0857, -0.1207], [-0.0085, -0.1453, 0.0045], [0.0670, 0.0745, 0.1348], [0.1143, 0.1861, -0.0168], [-0.0825, 0.1304, 0.0485], [0.0536, -0.1174, -0.0632], [-0.1541, -0.1151, 0.0059]]
}

=====

No. 2
{
  "formula": "C8H14N2O",
  "method": "wB97M-V/def2-TZVPD",
  "charge": 0,
  "smiles": "[H]/N=C(/C)NC.C#C/C=C\\OC",
  "homo_lumo_gap_ev": 9.02,
  "elements": ["H", "N", "C", "C", "N", "C", "H", "H", "H", "H", "H", "H", "H", "C", "C", "C", "C", "O", "C", "H", "H", "H", "H", "H", "H"],
  "positions_angstrom": [[-2.8379, 0.8586, -2.4449], [-2.5739, -0.1048, -2.6896], [-1.9348, -0.6520, -1.7228], [-1.4599, -2.0754, -1.8839], [-1.6317, -0.0530, -0.5219], [-0.9110, -0.6696, 0.5699], [-1.8941, -2.7225, -1.1183], [-1.7647, -2.4204, -2.8800], [-0.3695, -2.1348, -1.7963], [-1.9433, 0.8965, -0.3922], [-1.4347, -1.5618, 0.9544], [-0.8582, 0.0354, 1.3812], [0.0926, -0.9765, 0.2664], [2.9815, 0.2896, -1.2552], [2.6185, -0.0238, -0.1487], [2.2110, -0.4245, 1.1611], [1.3460, 0.2590, 1.9134], [0.7702, 1.4057, 1.4982], [-0.1272, 1.9979, 2.4268], [3.2964, 0.5783, -2.2323], [2.6247, -1.3484, 1.5702], [1.0519, -0.0896, 2.9124], [0.3891, 2.2658, 3.3552], [-0.9117, 1.3537, 2.5906], [-0.5075, 2.9172, 1.9652]],
  "forces_ev_per_angstrom": [[0.0652, -0.2710, -0.1188], [0.0271, 0.2701, 0.3267], [0.0050, -0.0617, -0.0543], [-0.0112, 0.0786, -0.2837], [-0.2638, 0.1267, -0.0986], [-0.6301, -0.9873, -0.4985], [0.0186, 0.0132, -0.0462], [0.1092, 0.0949, 0.3876], [-0.1338, 0.0039, -0.0007], [0.0534, -0.1183, -0.1059], [0.0837, 0.1699, -0.1429], [-0.1165, -0.2083, -0.1818], [-0.3452, 0.1359, 0.0976], [-0.1901, -0.1141, 0.4180], [0.1211, 0.0882, -0.3329], [0.3647, -0.1044, 0.2311], [0.4322, 0.2035, 0.5298], [0.4779, 0.1921, -0.0359], [1.8743, 1.9270, -0.5192], [-0.0456, -0.0433, 0.1234], [-0.1300, 0.3191, -0.1199], [0.1650, 0.0681, -0.3691], [-0.1249, -0.1302, -0.0579], [-1.9692, -1.3863, 0.7732], [0.1631, -0.2662, 0.0789]]
}

=====

No. 3
{
  "formula": "C4H8NO",
  "method": "wB97M-V/def2-TZVPD",
  "charge": 1,
  "homo_lumo_gap_ev": [8.78, 7.51],
  "elements": ["C", "C", "C", "C", "N", "O", "H", "H", "H", "H", "H", "H", "H", "H"],
  "positions_angstrom": [[-2.9997, -0.7591, -0.1621], [-1.9984, -0.1126, 0.0464], [1.0141, -0.8649, 0.0774], [-0.9841, 0.7295, 0.5849], [2.1735, 0.0242, -0.0920], [-0.6302, 1.8965, -0.1062], [-3.6639, -1.4777, -0.5286], [0.4688, -1.1629, -0.8465], [1.1999, -1.6816, 0.7584], [-0.9403, 0.8306, 1.6402], [2.8959, -0.0684, 0.6338], [1.8713, 1.0091, -0.0181], [2.6367, -0.1721, -0.9581], [-1.0436, 1.8095, -1.0295]],
  "forces_ev_per_angstrom": [[1.6708, 0.4300, -0.2445], [-0.3124, 0.3177, 0.6926], [-2.3979, 0.2314, 0.0851], [0.8556, 0.4293, -2.2429], [-0.1229, 0.4635, 0.8556], [-1.1112, -2.2701, -0.7428], [-0.9461, -0.4502, -0.1300], [0.9746, 0.4999, 0.5984], [-0.0069, 0.1132, 0.1722], [0.4218, 0.0471, 0.7161], [-0.3928, -0.3131, 0.0001], [0.0850, -0.1755, -0.5625], [0.4397, 0.3217, -0.9210], [0.8428, 0.3552, 1.7237]]
}

=====

No. 4
{
  "formula": "C2H47O22",
  "method": "wB97M-V/def2-TZVPD",
  "charge": -1,
  "homo_lumo_gap_ev": 8.16,
  "elements": ["C", "C", "O", "H", "H", "H", "H", "H", "O", "H", "H", "O", "H", "H", "O", "H", "H", "O", "H", "H", "O", "H", "H", "O", "H", "H", "O", "H", "H", "O", "H", "H", "O", "H", "H", "O", "H", "H", "O", "H", "H", "O", "H", "H", "O", "H", "H", "O", "H", "H", "O", "H", "H", "O", "H", "H", "O", "H", "H", "O", "H", "H", "O", "H", "H", "O", "H", "H", "O", "H", "H"],
  "positions_angstrom": [[0.4377, 0.2260, 0.6763], [-0.6443, -0.0680, -0.4237], [-0.8193, -1.4490, -0.6017], [0.0547, 0.3440, 1.6823], [0.8817, 1.1600, 0.3523], [1.2767, -0.4580, 0.7003], [-0.4053, 0.2870, -1.3787], [-1.5453, 0.4120, -0.2517], [0.4577, -0.0360, -4.0587], [1.2517, 0.4070, -4.3897], [0.7067, -0.5940, -3.2867], [-0.6853, 0.7760, 4.8983], [-1.5453, 0.8130, 5.3193], [-0.6203, -0.0050, 4.4043], [-1.2583, 1.9680, -4.0987], [-2.1073, 1.8530, -4.5727], [-0.7273, 1.1880, -4.1047], [-4.2033, 0.8190, -0.6237], [-3.6333, 0.6400, -1.3647], [-4.8953, 0.1660, -0.6917], [-1.1863, 3.0990, -1.6927], [-1.2143, 2.7690, -2.5947], [-2.0593, 3.3840, -1.4427], [-2.9373, 0.4790, 1.8183], [-2.5023, -0.3050, 2.2173], [-3.1443, 0.2370, 0.9223], [3.2847, 0.1530, -0.9917], [3.2357, 0.3250, -0.0427], [2.7247, -0.5760, -0.9587], [0.6797, 3.7710, 0.8693], [-0.0463, 3.2170, 1.2053], [0.3417, 3.9060, 0.0033], [0.9167, -1.3090, 3.9873], [0.8717, -1.7200, 3.0913], [1.5727, -1.7220, 4.5303], [3.1237, 2.3310, 1.3233], [2.8517, 1.9040, 2.1453], [2.4897, 3.0110, 1.0253], [3.9937, -0.4750, 1.8893], [4.9467, -0.6280, 1.9613], [3.6487, -0.0740, 2.7083], [0.1507, -2.5010, 1.7163], [-0.1623, -1.9550, 1.0233], [1.0567, -2.7590, 1.4913], [2.6977, -2.6530, 0.6373], [2.9777, -3.2880, 1.2453], [3.1887, -1.8260, 0.8903], [-2.5513, -0.2020, -2.7117], [-1.8773, 0.0810, -2.1077], [-2.5543, 0.4680, -3.3767], [-1.7033, -2.8890, -3.2377], [-1.8473, -1.9650, -3.0487], [-1.1083, -2.7520, -3.9497], [2.2667, 0.9090, 3.4633], [2.5297, 1.1060, 4.3233], [1.6537, 0.1690, 3.5753], [-1.7403, 2.7150, 1.0033], [-1.5893, 2.4930, 0.0863], [-2.0003, 1.9070, 1.4763], [-0.8113, -4.1110, -0.6877], [-1.2583, -4.3240, -1.5157], [-0.7223, -3.1530, -0.7047], [-3.1973, -2.2060, 0.2213], [-3.1493, -2.9840, 0.7713], [-2.3203, -1.9390, -0.1867], [1.8637, 2.3890, -1.6597], [1.0777, 2.3950, -1.1757], [2.3557, 1.5960, -1.4157], [1.3667, -1.4390, -2.0597], [0.5197, -1.3620, -1.5837], [1.3217, -2.1430, -2.6637]],
  "forces_ev_per_angstrom": [[-0.4843, 1.3713, -1.5783], [1.8223, -2.7566, 1.6329], [-0.1965, 0.4055, 0.0561], [-0.3189, 0.0101, 0.0907], [0.1742, 0.4272, 0.6076], [-0.2422, -0.4874, -0.2486], [1.5919, 1.4659, -1.4915], [-1.9397, 1.0728, 1.1776], [-0.4123, 0.1981, -0.9424], [-0.0989, -0.2252, 0.4715], [0.5853, 0.5347, 0.0976], [0.0101, 2.1532, 1.2839], [-0.1187, -0.1421, -0.1707], [0.1035, -1.9467, -0.9540], [-2.2284, 2.0766, -0.5132], [1.1038, 0.0105, 0.1445], [1.1746, -1.8896, -0.2187], [-0.2416, 0.7710, 0.6042], [0.3044, -0.4351, -0.7236], [-0.1995, -0.4608, 0.0510], [0.5873, 0.2078, 0.9964], [-0.0817, -0.2207, -0.6516], [-0.5873, 0.3037, -0.1350], [0.8003, -0.5062, 1.8971], [-0.4926, 0.5954, -0.6060], [-0.6168, -0.4253, -0.8543], [1.4430, 1.5587, 0.8953], [0.8489, 1.1698, 0.4024], [-1.7884, -2.5531, -1.2953], [0.5274, -0.1408, 0.9851], [-0.1135, 0.0635, 0.5062], [-0.1572, 0.6130, -1.4871], [-0.4542, 0.6360, -0.2864], [-0.5373, -0.4618, -0.0261], [0.4585, -0.5704, 0.2419], [0.7840, 0.1717, -0.6071], [-0.5802, 0.5220, -0.3043], [-0.1601, -0.5422, 0.5465], [0.4495, -0.5929, -0.0561], [-0.3959, 0.2866, 0.0937], [0.0065, 0.1739, -0.2631], [0.9188, -1.3412, 2.9214], [-0.7915, 0.8372, -2.1133], [-0.3078, 0.1026, -0.8111], [-0.1038, 2.2260, -1.2531], [0.9495, -1.6910, 1.4353], [-0.4320, -0.8201, -0.0018], [-1.0135, -0.8237, 0.0046], [0.8157, 0.0375, 0.5804], [0.0830, 0.5945, -0.6316], [-0.3327, -0.4327, 0.1401], [-0.8000, 0.7363, 0.9962], [1.0552, -0.5079, -1.3451], [0.1274, -0.2865, -1.7602], [0.5769, 0.8620, 2.3463], [-0.5749, -0.4512, 0.0158], [0.0161, 0.6644, 0.6174], [0.1002, -0.4299, -0.2829], [-0.3391, -0.2265, -0.1371], [0.0246, -1.1763, -0.0914], [0.0601, 0.2966, 0.1028], [0.0178, 0.4294, -0.0271], [-0.8269, 0.9719, -0.3024], [0.6968, -0.2129, -0.1466], [0.0130, -0.6741, 0.5147], [1.5795, 0.6176, -1.7759], [-1.8240, -0.0383, 1.1314], [0.2044, -0.3462, 0.1523], [0.9949, 1.6925, 0.1450], [-1.0419, -1.1297, 0.8850], [-0.1751, -1.9226, -0.6778]]
}